# 1
23
Properties=species:S:1:pos:R:3:forces:R:3 method="wB97M-V/def2-TZVPD" lumo_ev="-8.4 / -8.4" homo_energy_ev="-15.96 / -18.17" orbital_gap_ev="7.61 / 9.79" de_lowest_kcal_mol=0.0 total_charge=+2 spin_multiplicity=3
O 0.915358 -1.554589 -1.990172 -0.9123 -0.0309 1.5872
C 1.767312 -0.654036 -2.623784 1.3616 1.0998 -1.2159
C 1.504555 0.778412 -2.168732 -0.2150 0.0046 -1.1209
O 1.407876 0.761277 -0.733456 -0.0935 -1.0354 0.3291
C 1.341804 2.048350 -0.135930 -0.0460 1.1129 0.6515
Ce 0.421465 -1.288658 -0.018659 0.8773 -0.8614 -1.3696
H 1.645373 -0.671208 -3.723022 -0.0072 -0.1750 0.4556
H 2.830592 -0.890750 -2.417399 -0.4666 -0.1225 -0.0580
H 0.550225 1.159281 -2.568253 0.2711 -0.0604 0.0763
H 2.318678 1.456103 -2.465247 -0.2214 -0.2781 0.0468
H 1.951269 2.029314 0.773634 -0.1121 0.1036 -0.1883
H 1.745312 2.799766 -0.827350 -0.1260 -0.1992 0.2947
H 0.299477 2.300354 0.109781 0.2734 0.0372 -0.1423
C -1.086507 0.206625 2.694855 -0.2662 0.9372 0.5466
O -1.254449 -0.708287 1.604376 0.3086 -0.3969 -0.1747
C -2.521734 -1.338788 1.559073 -1.3775 0.4355 0.2758
C -2.352345 -2.618869 0.784961 -0.4176 -1.2705 0.8951
O -2.189515 -2.848948 -0.351435 0.7175 0.7614 -0.6962
H -0.018473 0.308970 2.927928 -0.2570 -0.1303 -0.0689
H -1.498588 1.169002 2.377439 0.0925 -0.0403 0.2621
H -1.637139 -0.159733 3.569298 0.3203 0.0689 -0.1466
H -3.261762 -0.700586 1.049011 0.0753 -0.1033 0.1403
H -2.878785 -1.583001 2.573082 0.2206 0.1428 -0.3795



# 2
30
Properties=species:S:1:pos:R:3:forces:R:3 method="wB97M-V/def2-TZVPD" lumo_ev=0.3 homo_energy_ev=-10.88 orbital_gap_ev=11.20 smiles=ClCCl.ClCCl.ClCCl.ClCCl.ClCCl.ClCCl de_lowest_kcal_mol=18.6
C 3.619449 0.922432 -2.426122 1.2587 0.4269 -0.9788
Cl 4.903099 1.886642 -3.351152 -0.9218 -0.4342 0.4903
Cl 3.288929 -0.598718 -3.316982 -0.0044 0.7452 0.7663
H 4.117979 0.774382 -1.468182 -0.4782 -0.4575 -0.1542
H 2.736009 1.557482 -2.360242 0.1180 -0.3193 -0.1202
C -0.124661 -0.058938 4.622468 0.1156 0.3108 -0.1606
Cl -0.462091 0.684512 6.183238 -0.3151 -0.4339 0.3435
Cl 1.341339 0.748612 4.007168 -0.1199 -0.2041 -0.5361
H 0.085369 -1.127758 4.662658 -0.0599 0.2354 0.3997
H -0.994961 0.122972 3.991928 0.3920 0.0963 -0.1140
C -1.657741 3.238342 -3.753322 -0.8068 -0.4847 -0.3021
Cl -2.965531 2.949522 -2.559352 -0.0485 0.6805 -0.5658
Cl -0.216661 2.581302 -3.024872 0.8804 -0.0390 -0.2568
H -1.930451 2.692412 -4.656472 0.1852 -0.3042 0.2884
H -1.506721 4.263052 -4.092822 -0.1805 0.1263 0.8415
C -4.291191 0.033042 3.003478 0.2519 -0.0714 -0.0476
Cl -3.697671 -0.678118 4.507378 0.4108 0.5578 0.4510
Cl -5.058621 -1.290898 2.161678 -0.6620 -0.0768 -0.7936
H -4.974571 0.855272 3.215668 -0.0523 -0.3420 0.0288
H -3.474331 0.384612 2.373218 0.0452 -0.0651 0.3518
C 1.719849 -4.516738 -1.758572 0.2967 -1.0906 0.4744
Cl 2.585619 -4.528298 -3.280592 0.2037 0.3714 -0.3430
Cl 2.768259 -5.162108 -0.436942 -0.2366 0.4274 -0.1833
H 1.377709 -3.517298 -1.489952 0.0113 -0.3075 -0.1597
H 0.962739 -5.292668 -1.871722 -0.2735 0.6426 0.1874
C 0.458229 0.728552 0.216138 0.7054 0.0994 -0.0120
Cl 0.894039 -0.975358 -0.102922 0.1664 0.5016 0.0513
Cl -1.234771 0.849972 0.606788 -0.4922 0.2208 0.0862
H 1.046249 1.120362 1.046088 -0.1276 -0.4255 0.0855
H 0.685099 1.353432 -0.647662 -0.2619 -0.3867 -0.1180



# 3
22
Properties=species:S:1:pos:R:3:forces:R:3 method="wB97M-V/def2-TZVPD" lumo_ev=2.2 homo_energy_ev=-5.28 orbital_gap_ev=7.47 de_lowest_kcal_mol=43.7 total_charge=-1
C -0.646293 0.286538 2.018334 3.1808 1.3706 2.8102
C 0.405554 1.952134 0.714455 2.6139 2.8014 -0.6639
C -1.255885 -1.126563 -1.401582 -1.9642 -1.4553 1.2526
C 1.159944 -0.708849 -2.348528 0.2387 2.9918 0.4564
C 0.531215 0.563093 1.133383 0.1707 -1.3386 1.2706
C 0.062536 -0.916449 -1.818431 0.7126 0.1633 -0.6409
N 1.426692 -0.209429 0.664454 0.3781 -0.0290 -1.1341
O 1.334650 -1.575780 1.046586 -0.7271 -0.5079 0.8785
Cl -2.633134 1.606802 -0.387136 -0.2942 0.0223 -0.1448
Cl 2.293006 -3.190962 -3.114469 0.2646 -0.2677 -0.0713
H -1.360405 0.738510 1.445156 -2.9228 0.9189 -0.6665
H -0.785261 -0.679494 2.294238 -0.6300 -3.1245 0.1286
H -0.502938 0.786072 3.072613 -0.2309 -0.2485 -2.1358
H 1.334097 2.603015 0.530826 -0.8224 -1.3167 0.5978
H -0.251953 2.498318 1.372110 -0.0512 0.1624 0.2250
H -0.074482 1.991673 -0.228460 -0.7875 -0.1363 -0.9860
H -1.483536 -0.286386 -0.599961 -0.1621 -1.1188 -1.2974
H -1.916864 -1.016973 -2.274047 0.0445 0.4467 0.3952
H -1.566291 -2.205204 -1.009736 1.2660 2.2172 -0.3195
H 1.877774 0.132907 -2.547764 -1.0960 -1.0526 0.4895
H 1.685779 -1.685909 -2.664534 0.4916 -2.0524 -0.6467
H 1.369277 -2.205231 0.286042 0.3269 1.5540 0.2025



# 4
23
Properties=species:S:1:pos:R:3:forces:R:3 method="wB97M-V/def2-TZVPD" lumo_ev=0.5 homo_energy_ev=-8.63 orbital_gap_ev=9.16 smiles="C/C=C/N(CCC)P(=O)(Cl)Cl"
C 0.274405 2.071812 -0.249170 1.7213 1.3401 2.7619
C 1.238603 1.270600 0.230531 0.4660 1.5420 -1.3325
C 0.315449 3.522215 0.285369 -0.0665 -1.6798 0.5659
C -0.830885 -2.975689 -0.269630 0.0451 -1.1291 4.1086
C 0.042958 -1.935583 0.415943 1.0766 0.2810 -1.9132
C 0.759843 -1.083482 -0.701054 -0.1647 -2.0946 -0.9848
N 1.575660 -0.008679 -0.169747 2.6378 -1.8618 -0.2586
O 3.667989 -1.727047 -0.688267 -0.6513 0.3058 0.1877
P 3.229220 -0.443551 -0.133099 -0.7299 -0.0102 -0.0526
Cl 4.226061 1.042995 -1.069593 -0.1108 0.1522 0.3769
Cl 3.655465 -0.320442 1.830657 0.2877 0.3010 0.0054
H -0.480279 1.844834 -0.908244 -1.6275 -1.0188 -1.3116
H 2.100698 1.811164 0.697544 -1.0157 -0.8150 0.2030
H -0.572749 3.766265 0.967846 1.6009 -0.2449 -0.7198
H 1.351883 3.574358 0.708368 -1.2883 0.6727 0.3361
H 0.299609 4.158866 -0.563573 -0.2048 0.9219 -0.6864
H -1.738775 -2.624282 -0.609165 -1.9391 0.9046 -0.8929
H -0.313906 -3.454522 -1.021791 1.1781 -0.9599 -1.8229
H -1.065772 -3.799157 0.504316 0.1676 1.1612 -1.1585
H 0.802272 -2.538801 0.940905 -0.1025 0.8743 0.2644
H -0.459873 -1.193177 1.011353 -0.4135 -0.2657 0.7751
H 1.460525 -1.856553 -1.258773 -1.3446 1.8615 0.8912
H 0.030784 -0.695215 -1.457640 0.4780 -0.2385 0.6579



# 5
24
Properties=species:S:1:pos:R:3:forces:R:3 method="wB97M-V/def2-TZVPD" lumo_ev=0.5 homo_energy_ev=-10.56 orbital_gap_ev=11.10 smiles=ClCCCl.ClCCCl.ClCCCl de_lowest_kcal_mol=4.4
Cl 2.356928 -1.135848 -2.744633 0.1333 -0.0313 0.0027
C 2.833126 -1.165831 -1.005624 -0.4755 0.1790 -0.7070
C 2.222483 -2.369178 -0.327551 0.0483 0.4617 0.5927
Cl 0.553989 -2.032287 0.251844 0.0945 -0.0431 -0.2036
H 2.438616 -0.221013 -0.647376 0.1351 -0.1011 0.4525
H 3.918204 -1.165429 -0.958491 0.0163 -0.1325 -0.0337
H 2.788799 -2.591490 0.575739 0.0188 -0.1787 -0.0990
H 2.180434 -3.222926 -0.992098 0.0196 -0.1071 0.0364
Cl -2.672744 -2.447021 -1.437934 -0.0131 -0.4609 0.0394
C -2.448496 -0.708407 -1.641309 -0.2282 0.3227 -0.0051
C -2.997653 0.056718 -0.454722 0.8491 0.0763 0.2188
Cl -4.754844 0.037492 -0.385556 -0.3990 0.0788 -0.0185
H -2.981500 -0.439257 -2.550362 0.0873 0.1344 0.0008
H -1.384749 -0.512891 -1.764341 0.0233 -0.0246 0.0694
H -2.640367 1.088323 -0.481897 -0.2569 0.0344 -0.2315
H -2.630454 -0.356779 0.485004 -0.0332 -0.1783 -0.0952
Cl 0.956597 2.083846 -0.321184 0.0581 -0.1286 -0.2783
C -0.025159 2.134159 1.151196 -0.7373 0.4564 0.1968
C 0.874721 2.157301 2.364921 -0.4465 0.1564 0.1384
Cl -0.159169 1.983634 3.829478 0.2442 -0.1213 -0.1871
H -0.752139 1.323841 1.179919 0.4712 -0.3887 -0.1018
H -0.649060 3.027426 1.085913 0.2884 0.1211 0.1148
H 1.365903 3.118366 2.474578 0.1601 -0.0361 -0.1314
H 1.606533 1.357253 2.314486 -0.0580 -0.0891 0.2296